Density functional theory data (ωB97M-V/def2-TZVPD) for a structure of composition C53H59BaN5O2S3 in a non-equilibrium geometry.

Last column: Löwdin charge in e.
Cartesian coordinates (Å):
Ba  -0.1027  -0.3201  -0.1703  1.90
C  4.7623  -5.6751  -2.9173  -0.03
C  3.2480  -5.7504  -3.1763  -0.55
C  2.9916  -5.7052  -4.6887  -0.04
C  2.7311  -7.0855  -2.6347  -0.05
C  2.5964  -4.5638  -2.4761  -0.16
C  1.7000  -4.6964  -1.4218  -0.01
C  1.2569  -3.5571  -0.7676  -0.14
N  1.6404  -2.3292  -1.0846  0.00
C  2.4653  -2.1695  -2.1252  -0.20
C  2.9443  -3.2636  -2.8398  0.04
C  2.8409  -0.7669  -2.4632  -0.19
C  3.8596  -0.4712  -3.3611  0.04
C  4.1706  0.8512  -3.6717  -0.15
C  3.4208  1.8325  -3.0358  0.01
C  2.4358  1.4577  -2.1339  -0.10
N  2.1492  0.1958  -1.8469  0.03
C  5.2877  1.1542  -4.6593  -0.56
C  4.9531  0.5053  -6.0108  -0.04
C  5.4676  2.6589  -4.8747  -0.06
C  6.6054  0.5777  -4.1207  -0.04
H  5.2567  -6.5458  -3.3522  0.09
H  4.9686  -5.6625  -1.8455  0.07
H  5.2036  -4.7797  -3.3576  0.08
H  3.5636  -6.4933  -5.1814  0.09
H  3.2871  -4.7512  -5.1272  0.08
H  1.9368  -5.8725  -4.9101  0.07
H  3.2122  -7.9048  -3.1700  0.09
H  1.6521  -7.1795  -2.7750  0.09
H  2.9588  -7.1944  -1.5728  0.09
H  1.3548  -5.6627  -1.0846  0.11
H  0.5700  -3.6398  0.0710  0.12
H  3.5964  -3.1074  -3.6869  0.11
H  4.4312  -1.2703  -3.8101  0.10
H  3.5946  2.8835  -3.2143  0.11
H  1.8489  2.2057  -1.6065  0.12
H  4.0040  0.8852  -6.3934  0.09
H  4.8783  -0.5801  -5.9314  0.08
H  5.7340  0.7375  -6.7371  0.09
H  4.5591  3.1124  -5.2744  0.09
H  6.2713  2.8291  -5.5918  0.09
H  5.7361  3.1611  -3.9438  0.09
H  6.5593  -0.5068  -4.0117  0.08
H  6.8419  1.0083  -3.1461  0.09
H  7.4201  0.8142  -4.8075  0.09
C  -1.9966  -6.4351  -5.1744  -0.05
C  -2.0571  -5.1208  -4.4435  -0.26
C  -0.8831  -4.4496  -4.1083  -0.02
C  -0.9168  -3.2640  -3.3969  -0.04
C  -2.1391  -2.7290  -3.0209  -0.25
C  -3.3195  -3.3460  -3.4020  -0.06
C  -3.2750  -4.5407  -4.1044  -0.03
S  -2.1726  -1.3250  -1.9219  0.51
O  -1.0440  -0.4845  -2.3155  -0.59
O  -3.4677  -0.7018  -2.0218  -0.28
N  -1.8112  -1.8447  -0.4817  -0.43
C  -2.7026  -2.4002  0.4129  -0.27
C  -3.8352  -3.1209  0.0784  -0.01
C  -4.6597  -3.6977  1.0554  -0.07
C  -4.3791  -3.5657  2.3862  -0.05
C  -3.2493  -2.8215  2.7845  -0.16
C  -2.9211  -2.6027  4.1406  -0.01
C  -1.8364  -1.8378  4.4647  -0.04
C  -1.0605  -1.2957  3.4252  -0.12
N  -1.3214  -1.4914  2.1561  0.03
C  -2.4024  -2.2355  1.8078  -0.17
H  -1.2441  -7.0860  -4.7272  0.08
H  -1.7261  -6.2849  -6.2216  0.09
H  -2.9575  -6.9459  -5.1418  0.08
H  0.0713  -4.8620  -4.4080  0.09
H  -0.0073  -2.7317  -3.1504  0.10
H  -4.2637  -2.8700  -3.1667  0.11
H  -4.1989  -5.0279  -4.3913  0.11
H  -4.0849  -3.2323  -0.9641  0.08
H  -5.5311  -4.2579  0.7392  0.11
H  -5.0176  -4.0086  3.1405  0.11
H  -3.5454  -3.0419  4.9098  0.12
H  -1.5740  -1.6425  5.4951  0.10
H  -0.1927  -0.6805  3.6433  0.11
C  5.4382  -5.1227  2.8694  -0.05
C  5.2328  -4.1572  1.6923  -0.55
C  4.1704  -4.7536  0.7696  -0.07
C  6.5399  -4.0207  0.8961  -0.04
C  4.8293  -2.7778  2.2121  -0.17
C  5.6540  -2.1379  3.1511  -0.04
C  5.3607  -0.8811  3.6416  -0.08
C  4.2192  -0.2421  3.1786  -0.48
S  3.5946  1.3144  3.5907  1.09
C  2.2333  1.0534  2.4720  -0.51
N  2.2815  -0.0932  1.8659  0.05
C  3.3738  -0.8489  2.2395  -0.29
C  3.6921  -2.1241  1.7656  0.05
C  1.2003  2.0859  2.3371  -0.31
C  1.2581  3.1841  3.2152  -0.10
C  0.3053  4.1792  3.1656  -0.11
C  -0.7155  4.0724  2.2295  -0.11
C  -0.7531  2.9872  1.3655  -0.19
C  0.1877  1.9419  1.3563  -0.26
H  5.6526  -6.1287  2.5009  0.08
H  4.5376  -5.1658  3.4848  0.09
H  6.2688  -4.8181  3.5056  0.07
H  4.4806  -5.7559  0.4643  0.08
H  4.0448  -4.1448  -0.1274  0.07
H  3.2074  -4.8339  1.2783  0.09
H  6.8521  -4.9896  0.4968  0.08
H  7.3440  -3.6353  1.5235  0.08
H  6.3996  -3.3312  0.0606  0.09
H  6.5510  -2.6292  3.5061  0.11
H  6.0043  -0.4006  4.3674  0.11
H  3.0225  -2.5653  1.0409  0.08
H  2.0518  3.2524  3.9516  0.06
H  0.3524  5.0193  3.8470  0.09
H  -1.4818  4.8396  2.1768  0.09
H  -1.5691  2.9581  0.6463  0.03
C  -3.2131  2.7587  -1.8871  -0.40
S  -1.5747  3.4842  -2.1557  0.73
C  -1.1883  2.7148  -3.7519  -0.41
H  -3.9052  3.1065  -2.6527  0.04
H  -3.5583  3.0937  -0.9109  0.03
H  -3.1494  1.6732  -1.9031  0.00
H  -1.4824  1.6670  -3.7176  0.02
H  -0.1116  2.7819  -3.8963  0.02
H  -1.7004  3.2333  -4.5609  0.03

Kohn-Sham gap in eV: 6.43
Net charge: 0
Strongest force on any atom in eV/A: 6.478